67
Properties=species:S:1:pos:R:3 method="wB97M-V/def2-TZVPD" de_lowest_ev=0.435 charge=+1 total_energy_ev=-125818.34398
Y 0.087 0.739 0.338
C -1.693 3.343 -0.436
N -1.545 2.028 -1.094
C -1.071 2.235 -2.478
C -2.865 1.362 -1.145
C -3.229 0.763 0.194
N -2.226 -0.216 0.658
C -2.253 -1.426 -0.185
C -2.579 -0.591 2.041
H -2.315 4.007 -1.045
H -0.721 3.807 -0.291
H -2.147 3.231 0.546
H -1.807 2.803 -3.057
H -0.911 1.272 -2.963
H -0.130 2.776 -2.475
H -2.826 0.589 -1.913
H -3.635 2.076 -1.458
H -4.217 0.290 0.135
H -3.297 1.542 0.954
H -3.265 -1.838 -0.257
H -1.596 -2.175 0.254
H -1.895 -1.217 -1.195
H -3.600 -0.988 2.080
H -2.512 0.285 2.684
H -1.889 -1.346 2.405
Br 4.359 3.294 4.879
C 5.241 2.935 3.245
C 5.426 1.621 2.845
C 6.059 1.356 1.641
C 6.502 2.409 0.847
C 6.368 3.718 1.288
C 5.715 3.987 2.480
N 7.213 2.208 -0.389
N 6.717 1.560 -1.319
C 5.382 1.031 -1.193
C 5.186 -0.317 -1.163
C 3.902 -0.859 -0.979
C 2.798 -0.050 -0.862
O 1.574 -0.509 -0.635
C 2.980 1.365 -0.973
N 1.860 2.153 -0.848
C 2.021 3.455 -0.962
C 3.251 4.079 -1.204
C 4.375 3.310 -1.290
C 4.268 1.910 -1.158
H 5.083 0.809 3.473
H 6.219 0.333 1.332
H 6.781 4.522 0.693
H 5.595 5.005 2.823
H 6.043 -0.977 -1.233
H 3.772 -1.932 -0.914
H 1.141 4.078 -0.861
H 3.290 5.155 -1.303
H 5.342 3.762 -1.469
Cl 1.899 1.570 2.300
C 0.099 1.982 2.414
H 0.069 3.066 2.521
H -0.225 1.542 3.357
C 0.823 -3.577 0.574
Te 1.073 -1.982 1.957
C 0.019 -2.952 3.539
H -0.207 -3.924 0.553
H 1.479 -4.394 0.861
H 1.110 -3.191 -0.402
H 0.620 -3.778 3.909
H -0.943 -3.324 3.192
H -0.131 -2.231 4.340